Computed, not measured: C29H14F4N9O2SW as an isolated structure, with wB97M-V/def2-TZVPD.

Positions of all 60 atoms, in Å:
W -0.178 -0.992 0.700
N 0.284 6.311 -2.654
C 0.347 5.021 -2.370
C 0.636 4.070 -3.392
C 0.719 2.748 -3.102
C 0.517 2.313 -1.762
C 0.210 3.245 -0.734
C 0.131 4.565 -1.031
S 0.635 0.700 -1.450
O 1.107 0.483 0.008
O 1.255 -0.081 -2.459
N -0.782 -0.112 -0.973
C -1.515 -1.152 -1.579
N -2.145 -1.183 -2.700
C -2.852 -2.318 -2.891
C -2.923 -3.341 -1.944
C -2.206 -3.205 -0.772
N -1.469 -2.094 -0.627
H 0.444 6.651 -3.590
H 0.094 7.002 -1.945
H 0.801 4.414 -4.405
H 0.952 2.030 -3.876
H 0.072 2.909 0.286
H -0.076 5.290 -0.256
H -3.370 -2.399 -3.840
H -3.521 -4.223 -2.124
H -2.190 -3.941 0.022
N 1.292 -2.229 -0.063
C 2.215 -2.931 -0.169
C 3.313 -3.767 -0.325
C 3.258 -5.081 0.190
C 4.359 -5.891 0.038
C 5.492 -5.407 -0.617
C 5.544 -4.109 -1.126
C 4.460 -3.275 -0.987
H 2.371 -5.436 0.696
H 4.345 -6.900 0.425
H 6.353 -6.053 -0.731
H 6.434 -3.758 -1.630
H 4.476 -2.265 -1.375
F -0.850 3.236 4.464
C -1.348 2.365 3.613
C -2.671 2.376 3.343
F -3.438 3.258 3.928
C -3.289 1.422 2.433
C -2.337 0.513 1.841
C -1.006 0.473 2.043
F -0.776 -2.369 1.772
C -0.459 1.383 3.050
C 0.854 1.254 3.460
C 1.383 0.103 2.850
N 1.431 -0.849 2.194
C 1.599 2.052 4.371
N 2.226 2.710 5.072
F -2.791 -0.401 0.961
C -4.628 1.396 2.154
C -5.197 0.462 1.228
N -5.639 -0.288 0.480
C -5.574 2.293 2.733
N -6.381 3.001 3.145

Cartesian forces (eV/Å) of the 3 atoms listed first:
0.0 -0.2 0.1
0.0 0.0 0.0
0.0 0.0 0.0

Properties
Charge = +3
HOMO-LUMO gap (alpha / beta) = 4.7 / 4.7 eV
Highest occupied orbital energy (alpha / beta) = -16.66 / -16.66 eV
2S+1 = 1
E = -71304.7135 eV
Strongest force on any atom = 0.004 hartree/bohr
Energy relative to the best compared isomer or geometry (same formula, charge and spin) = 0.8 kcal/mol
LUMO energy (alpha / beta) = -12.0 / -12.0 eV